{
  "formula": "C28H83N7O19",
  "method": "the ωB97M-V functional and the def2-TZVPD basis",
  "relative_energy_kj_mol": 425.8,
  "spin_multiplicity": 1,
  "homo_energy_ev": -9.1,
  "e_tot_ev": -79707.2756,
  "species": ["C", "O", "C", "C", "C", "N", "H", "H", "H", "H", "H", "H", "H", "H", "H", "H", "H", "C", "O", "C", "C", "C", "N", "H", "H", "H", "H", "H", "H", "H", "H", "H", "H", "H", "C", "O", "C", "C", "C", "N", "H", "H", "H", "H", "H", "H", "H", "H", "H", "H", "H", "N", "C", "N", "O", "H", "H", "H", "H", "N", "C", "N", "O", "H", "H", "H", "H", "O", "C", "C", "O", "H", "H", "H", "H", "H", "H", "O", "C", "C", "O", "H", "H", "H", "H", "H", "H", "O", "C", "C", "O", "H", "H", "H", "H", "H", "H", "O", "C", "C", "O", "H", "H", "H", "H", "H", "H", "O", "C", "C", "O", "H", "H", "H", "H", "H", "H", "O", "C", "C", "O", "H", "H", "H", "H", "H", "H", "O", "C", "C", "O", "H", "H", "H", "H", "H", "H"],
  "positions_angstrom": [[-7.22, -29.74, -9.28], [-6.59, -29.16, -8.21], [-6.49, -27.69, -8.19], [-5.74, -27.29, -6.85], [-6.63, -27.64, -5.68], [-5.42, -25.91, -6.81], [-8.26, -29.44, -9.36], [-7.06, -30.82, -9.27], [-6.78, -29.47, -10.24], [-5.93, -27.42, -9.08], [-7.46, -27.21, -8.27], [-4.87, -27.96, -6.86], [-6.85, -28.71, -5.75], [-7.64, -27.25, -5.61], [-6.15, -27.32, -4.76], [-6.34, -25.47, -6.76], [-5.21, -25.79, -5.83], [-19.47, -32.31, -16.61], [-19.19, -31.51, -15.51], [-17.82, -31.67, -15.14], [-17.51, -30.83, -13.87], [-18.02, -29.38, -13.94], [-16.09, -30.81, -13.74], [-18.86, -32.04, -17.48], [-20.54, -32.24, -16.84], [-19.24, -33.35, -16.40], [-17.60, -32.72, -14.93], [-17.13, -31.33, -15.92], [-17.92, -31.36, -13.01], [-17.53, -28.81, -14.73], [-17.80, -28.82, -13.03], [-19.10, -29.37, -14.07], [-15.67, -31.70, -13.52], [-15.87, -30.72, -14.73], [-6.53, -31.27, -26.14], [-5.75, -30.03, -26.09], [-6.30, -29.10, -25.20], [-5.28, -27.87, -25.14], [-5.77, -26.87, -24.12], [-5.10, -27.20, -26.40], [-6.13, -31.90, -26.93], [-7.53, -30.94, -26.42], [-6.47, -31.73, -25.15], [-7.32, -28.80, -25.43], [-6.34, -29.58, -24.22], [-4.32, -28.20, -24.76], [-6.81, -26.63, -24.35], [-5.22, -25.93, -24.04], [-5.86, -27.29, -23.12], [-4.77, -26.26, -26.27], [-4.34, -27.64, -26.89], [-9.33, -32.69, -16.72], [-9.43, -31.39, -16.95], [-8.26, -30.76, -17.05], [-10.47, -30.74, -17.10], [-8.43, -33.14, -16.68], [-10.14, -33.28, -16.67], [-8.20, -29.80, -17.35], [-7.39, -31.23, -16.83], [-14.06, -40.25, -15.40], [-13.47, -39.44, -16.20], [-12.78, -40.02, -17.14], [-13.48, -38.23, -16.09], [-13.99, -41.25, -15.56], [-14.36, -39.84, -14.53], [-12.55, -39.39, -17.90], [-12.62, -41.01, -17.23], [-5.14, -39.08, -15.75], [-5.89, -39.49, -14.52], [-5.50, -38.68, -13.30], [-5.94, -37.29, -13.42], [-5.64, -39.39, -16.51], [-6.93, -39.36, -14.83], [-5.68, -40.53, -14.31], [-4.41, -38.74, -13.21], [-5.91, -38.99, -12.34], [-5.30, -36.78, -13.92], [-14.20, -27.32, -19.90], [-13.86, -26.84, -21.20], [-12.49, -26.12, -21.06], [-12.53, -24.82, -20.52], [-13.60, -28.00, -19.58], [-13.73, -27.57, -22.00], [-14.49, -26.03, -21.56], [-12.11, -25.97, -22.07], [-11.87, -26.63, -20.33], [-12.88, -24.88, -19.63], [-9.55, -23.51, -13.79], [-10.67, -23.98, -14.48], [-11.57, -22.77, -14.63], [-12.87, -23.07, -15.33], [-9.90, -23.16, -12.96], [-10.33, -24.17, -15.50], [-11.11, -24.87, -14.05], [-11.07, -22.08, -15.30], [-11.79, -22.22, -13.72], [-13.26, -22.23, -15.60], [0.15, -33.03, -16.33], [-0.71, -32.91, -15.18], [-1.98, -32.08, -15.50], [-2.93, -32.99, -16.12], [0.86, -33.64, -16.11], [-1.05, -33.91, -14.88], [-0.21, -32.48, -14.32], [-1.65, -31.33, -16.21], [-2.38, -31.55, -14.63], [-2.40, -33.57, -16.67], [-13.18, -38.58, -9.73], [-12.51, -37.37, -9.35], [-11.78, -36.63, -10.51], [-12.80, -35.91, -11.27], [-14.11, -38.40, -9.90], [-13.17, -36.57, -8.99], [-11.90, -37.73, -8.53], [-11.20, -37.31, -11.13], [-11.06, -35.92, -10.09], [-12.94, -36.40, -12.08], [-15.46, -34.83, -22.56], [-14.47, -34.81, -21.57], [-13.05, -34.95, -22.22], [-12.54, -33.92, -23.07], [-15.47, -34.08, -23.16], [-14.53, -33.89, -20.98], [-14.82, -35.63, -20.94], [-12.99, -35.96, -22.62], [-12.28, -34.96, -21.45], [-13.20, -33.69, -23.72], [-3.91, -25.13, -15.42], [-3.04, -24.04, -15.49], [-2.12, -23.98, -14.30], [-2.66, -23.51, -13.03], [-4.79, -24.81, -15.23], [-2.46, -24.21, -16.40], [-3.57, -23.09, -15.57], [-1.32, -23.27, -14.52], [-1.57, -24.92, -14.19], [-3.40, -24.06, -12.75]],
  "lowdin_charge": [-0.162, -0.208, -0.125, -0.456, -0.084, 0.034, 0.087, 0.090, 0.078, 0.116, 0.118, 0.141, 0.076, 0.082, 0.077, 0.072, 0.064, -0.131, -0.180, -0.204, -0.444, -0.053, 0.023, 0.087, 0.090, 0.081, 0.123, 0.119, 0.137, 0.078, 0.071, 0.069, 0.075, 0.058, -0.067, -0.214, -0.208, -0.441, -0.088, 0.036, 0.084, 0.082, 0.083, 0.120, 0.114, 0.129, 0.077, 0.076, 0.076, 0.065, 0.073, 0.158, -0.731, 0.144, -0.009, 0.104, 0.117, 0.115, 0.101, 0.170, -0.827, 0.156, 0.034, 0.114, 0.125, 0.119, 0.109, -0.096, -0.203, -0.217, -0.083, 0.067, 0.115, 0.108, 0.116, 0.119, 0.075, -0.068, -0.228, -0.262, -0.073, 0.087, 0.109, 0.120, 0.117, 0.116, 0.083, -0.062, -0.265, -0.203, -0.096, 0.081, 0.125, 0.126, 0.116, 0.112, 0.065, -0.071, -0.243, -0.196, -0.090, 0.082, 0.113, 0.109, 0.111, 0.116, 0.069, -0.076, -0.237, -0.206, -0.081, 0.078, 0.113, 0.112, 0.113, 0.109, 0.075, -0.075, -0.235, -0.237, -0.056, 0.080, 0.112, 0.121, 0.108, 0.111, 0.072, -0.057, -0.273, -0.227, -0.073, 0.087, 0.118, 0.124, 0.114, 0.114, 0.072]
}

---

{
  "formula": "C3H11NO3",
  "method": "the ωB97M-V functional and the def2-TZVPD basis",
  "relative_energy_kj_mol": 253.9,
  "spin_multiplicity": 1,
  "homo_energy_ev": -9.8,
  "e_tot_ev": -10920.3743,
  "species": ["C", "C", "N", "C", "O", "H", "H", "H", "H", "H", "H", "H", "O", "H", "H", "O", "H", "H"],
  "positions_angstrom": [[0.42, -0.47, -2.12], [-0.06, 0.25, -0.82], [-0.61, 1.48, -1.14], [-1.05, -0.65, -0.17], [-0.71, -1.80, -0.04], [1.02, 0.04, -2.78], [-0.44, -0.65, -2.80], [0.91, -1.45, -1.95], [0.88, 0.37, -0.28], [-1.59, 1.66, -1.33], [-0.30, 1.99, -1.98], [-1.86, -0.15, 0.45], [1.53, -1.33, 2.28], [2.12, -0.76, 1.77], [1.05, -1.72, 1.56], [0.10, 1.96, 1.67], [-0.12, 2.87, 1.71], [-0.61, 1.63, 1.09]],
  "lowdin_charge": [-0.051, -0.457, 0.011, -0.212, 0.062, 0.036, 0.092, 0.094, 0.136, 0.085, 0.109, 0.149, -0.045, 0.035, -0.008, -0.044, 0.012, -0.005]
}

---

{
  "formula": "C34H67I2N13OSeZr",
  "method": "the ωB97M-V functional and the def2-TZVPD basis",
  "spin_multiplicity": 1,
  "homo_energy_ev": -6.1,
  "e_tot_ev": -140591.8765,
  "species": ["Zr", "C", "N", "C", "C", "N", "C", "C", "N", "C", "C", "N", "C", "N", "C", "C", "N", "C", "C", "C", "C", "N", "C", "N", "C", "C", "N", "C", "C", "N", "C", "C", "H", "H", "H", "H", "H", "H", "H", "H", "H", "H", "H", "H", "H", "H", "H", "H", "H", "H", "H", "H", "H", "H", "H", "H", "H", "H", "H", "H", "H", "H", "H", "H", "H", "H", "H", "H", "H", "H", "H", "H", "H", "H", "H", "H", "H", "H", "H", "H", "I", "I", "Se", "N", "C", "C", "C", "C", "C", "C", "C", "H", "H", "H", "H", "H", "C", "H", "H", "C", "N", "C", "C", "O", "N", "C", "C", "H", "H", "H", "H", "H", "H", "H", "H", "H", "H", "H", "H"],
  "positions_angstrom": [[1.53, -0.31, -0.64], [-4.11, -2.59, 2.76], [-2.92, -2.77, 3.55], [-2.63, -4.12, 3.97], [-1.83, -1.88, 3.29], [-0.97, -1.95, 2.35], [-1.06, -3.02, 1.38], [-1.21, -2.51, -0.06], [-0.02, -2.21, -0.92], [-0.60, -1.96, -2.29], [-1.00, -0.52, -2.59], [-2.13, -0.07, -1.81], [-3.10, 0.57, -2.34], [-3.17, 1.15, -3.60], [-2.06, 1.77, -4.29], [-4.42, 1.23, -4.34], [-4.28, 0.71, -1.60], [-4.74, 2.07, -1.34], [-4.41, -0.18, -0.46], [0.93, -3.35, -1.01], [2.05, -3.32, 0.03], [2.85, -2.09, -0.03], [4.10, -2.17, 0.29], [4.93, -1.08, 0.14], [5.91, -0.81, 1.18], [5.36, -0.59, -1.17], [4.66, -3.29, 0.89], [5.96, -3.76, 0.44], [4.15, -3.90, 2.09], [-1.79, -0.82, 4.18], [-0.58, -0.02, 4.28], [-2.64, -0.77, 5.36], [-4.99, -2.90, 3.33], [-4.10, -3.17, 1.82], [-4.23, -1.54, 2.50], [-2.73, -4.86, 3.17], [-3.31, -4.42, 4.78], [-1.61, -4.18, 4.36], [-1.94, -3.64, 1.52], [-0.20, -3.68, 1.48], [-1.81, -1.61, -0.05], [-1.78, -3.28, -0.59], [-1.48, -2.59, -2.45], [0.15, -2.21, -3.03], [-1.19, -0.47, -3.66], [-0.11, 0.12, -2.41], [-1.17, 1.80, -3.66], [-2.32, 2.80, -4.55], [-1.81, 1.25, -5.21], [-5.19, 0.64, -3.84], [-4.28, 0.83, -5.35], [-4.77, 2.26, -4.43], [-4.41, 2.73, -2.14], [-4.33, 2.45, -0.40], [-5.83, 2.10, -1.29], [-4.33, -1.22, -0.79], [-5.39, -0.02, -0.02], [-3.64, -0.01, 0.30], [1.40, -3.33, -1.98], [0.39, -4.30, -0.89], [2.67, -4.19, -0.15], [1.63, -3.39, 1.03], [6.90, -1.23, 0.95], [5.57, -1.21, 2.14], [6.01, 0.27, 1.28], [4.61, -0.84, -1.93], [6.32, -1.05, -1.45], [5.50, 0.49, -1.13], [6.23, -3.28, -0.50], [5.91, -4.84, 0.26], [6.75, -3.58, 1.18], [3.29, -3.35, 2.46], [4.92, -3.88, 2.87], [3.86, -4.95, 1.94], [0.06, -0.38, 5.09], [-0.83, 1.03, 4.47], [-0.04, -0.10, 3.34], [-3.64, -1.13, 5.15], [-2.70, 0.26, 5.70], [-2.23, -1.37, 6.19], [3.03, 1.70, 0.99], [4.28, 4.54, -0.09], [2.45, -0.93, -2.95], [-0.29, 0.50, 0.43], [-0.83, 1.27, 1.06], [-1.38, 2.30, 1.90], [-0.65, 3.47, 2.08], [-1.18, 4.48, 2.86], [-2.42, 4.33, 3.46], [-3.13, 3.14, 3.31], [-2.61, 2.12, 2.53], [0.33, 3.56, 1.63], [-0.61, 5.40, 3.00], [-2.83, 5.12, 4.07], [-4.08, 3.00, 3.81], [-3.14, 1.18, 2.41], [1.98, -0.08, 1.63], [2.68, -0.79, 2.07], [1.28, 0.24, 2.39], [-0.77, 3.56, -1.66], [0.41, 3.59, -2.50], [0.80, 4.92, -2.95], [1.33, 2.58, -2.41], [1.21, 1.73, -1.50], [2.32, 2.57, -3.32], [2.09, 2.93, -4.71], [3.65, 2.04, -3.04], [-1.60, 4.01, -2.20], [-0.60, 4.15, -0.75], [-1.02, 2.55, -1.38], [0.60, 5.63, -2.16], [0.23, 5.21, -3.84], [1.86, 4.95, -3.17], [2.75, 3.74, -5.02], [1.06, 3.22, -4.87], [2.31, 2.05, -5.32], [4.37, 2.85, -3.10], [3.69, 1.62, -2.04], [3.89, 1.25, -3.76]],
  "lowdin_charge": [1.160, -0.074, -0.220, -0.073, -0.374, 0.123, -0.193, -0.167, -0.217, -0.234, -0.253, 0.099, -0.384, -0.153, -0.065, -0.068, -0.175, -0.058, -0.085, -0.207, -0.197, -0.084, -0.401, -0.181, -0.076, -0.107, -0.174, -0.049, -0.064, -0.146, -0.056, -0.058, 0.086, 0.082, 0.080, 0.078, 0.084, 0.096, 0.085, 0.099, 0.079, 0.116, 0.123, 0.033, 0.118, 0.020, 0.060, 0.092, 0.095, 0.089, 0.088, 0.084, 0.077, 0.083, 0.088, 0.087, 0.087, 0.057, 0.063, 0.132, 0.128, 0.090, 0.081, 0.093, 0.076, -0.062, 0.087, 0.079, 0.092, 0.091, 0.084, 0.084, 0.091, 0.089, 0.101, 0.084, 0.024, 0.076, 0.083, 0.090, 0.775, -0.499, 0.196, 0.108, -0.094, -0.206, -0.015, -0.049, -0.063, -0.068, -0.046, 0.104, 0.116, 0.108, 0.108, 0.105, -0.722, -0.048, -0.089, -0.043, -0.120, -0.044, -0.493, -0.299, -0.121, -0.044, -0.146, 0.091, 0.090, 0.062, 0.094, 0.089, 0.084, 0.096, 0.080, 0.094, 0.072, -0.009, 0.034]
}

---

{
  "formula": "C2H4",
  "method": "the ωB97M-V functional and the def2-TZVPD basis",
  "relative_energy_kj_mol": 41.2,
  "spin_multiplicity": 1,
  "homo_energy_ev": -10.3,
  "e_tot_ev": -2137.4740,
  "species": ["C", "C", "H", "H", "H", "H"],
  "positions_angstrom": [[-0.41, -0.34, -0.36], [0.50, 0.36, 0.28], [-0.30, -0.89, -1.39], [-1.43, -0.43, 0.17], [0.17, 0.77, 1.33], [1.48, 0.53, -0.02]],
  "lowdin_charge": [-0.124, -0.117, 0.081, 0.064, 0.088, 0.008]
}

---

- Which formula does entry 3 have?
  C34H67I2N13OSeZr